Formula: C27H23N6O10SV
Source: the OMol25 dataset
Level of theory: ωB97M-V with the def2-TZVPD basis set

```
68
Properties=species:S:1:pos:R:3:forces:R:3
V -0.02450 0.45747 0.00670 -0.028 0.193 0.714
O 2.27641 -2.20568 1.95766 -0.017 0.006 -0.003
C 1.67587 -1.63766 1.10439 -0.029 -0.075 0.027
N 0.69444 -0.61745 1.33852 0.231 0.284 -0.075
C -0.15499 -0.72721 2.51589 -0.178 -0.046 0.029
O 0.22800 -0.72641 3.63371 0.088 -0.122 -0.052
C -1.57164 -0.82763 2.04294 -0.003 -0.084 -0.008
C -2.61155 -1.27325 2.82073 0.024 0.000 -0.015
C -3.87055 -1.35245 2.23306 -0.007 -0.006 -0.038
C -4.03021 -0.98183 0.90645 -0.003 -0.022 0.023
C -2.93588 -0.53037 0.19001 0.001 0.030 0.015
N -1.72350 -0.46842 0.75316 0.047 0.012 0.037
C 1.78691 -1.87195 -0.36471 -0.028 -0.025 -0.032
C 2.59200 -2.84547 -0.90747 -0.011 0.035 0.022
C 2.57852 -3.00277 -2.29062 -0.013 0.003 -0.033
C 1.76497 -2.18280 -3.05694 0.033 -0.024 0.004
C 0.98897 -1.21858 -2.43290 0.010 0.021 0.017
N 0.99752 -1.06877 -1.10496 -0.113 -0.011 -0.063
H -2.43155 -1.55359 3.84910 0.008 -0.001 -0.005
H -4.71633 -1.70864 2.80598 -0.001 0.000 -0.007
H -4.99292 -1.04455 0.41927 -0.001 0.001 0.001
H -3.01248 -0.23053 -0.84582 0.001 -0.003 -0.003
H 3.19811 -3.46105 -0.25627 -0.002 -0.001 0.005
H 3.19343 -3.75891 -2.76024 0.000 0.001 -0.003
H 1.72634 -2.28060 -4.13265 -0.001 0.003 -0.001
H 0.34939 -0.55278 -2.99664 -0.003 -0.008 0.002
O 3.97569 3.46802 -3.64998 0.117 0.013 -0.078
C 4.45776 2.88178 -2.57231 -0.010 0.197 0.162
O 5.62226 2.83378 -2.30857 -0.006 -0.098 -0.077
C 3.50240 2.24147 -1.58496 -0.006 -0.057 -0.070
C 4.02270 1.54305 -0.50724 -0.027 0.026 0.063
N 2.99742 1.07594 0.20697 0.025 0.063 0.029
N 1.81851 1.45645 -0.30536 0.137 -0.255 -0.079
C 2.11557 2.16827 -1.40441 -0.002 0.019 0.008
C 1.06942 2.82314 -2.23022 -0.010 0.196 0.134
O 1.27075 3.20647 -3.33596 -0.101 -0.011 -0.007
O -0.12856 3.15995 -1.62322 -0.033 -0.088 -0.155
H 3.00724 3.42737 -3.71966 0.008 -0.064 0.004
H 5.05465 1.40283 -0.22536 0.000 -0.015 0.006
H 3.03426 0.62673 1.11258 -0.002 -0.013 -0.005
C -4.02394 0.74273 4.99020 -0.009 0.031 0.031
C -4.00831 1.70858 3.83844 0.026 0.025 -0.028
C -5.17315 1.97683 3.11845 -0.013 0.023 0.001
C -5.21135 2.98884 2.17130 -0.024 -0.020 0.017
C -4.06617 3.73506 1.92655 0.011 0.109 0.013
C -2.88361 3.45756 2.59951 0.009 0.012 -0.033
C -2.85746 2.43721 3.54031 -0.032 -0.031 0.003
S -4.14760 5.14410 0.84456 -0.012 -0.235 -0.120
O -5.48352 5.63540 0.85446 -0.070 -0.013 0.001
O -3.00445 5.94263 1.15276 0.084 0.022 -0.001
N -3.91829 4.54898 -0.67186 0.054 0.028 0.209
C -2.61125 4.17882 -1.13924 -0.010 0.020 -0.042
C -2.41041 2.64841 -1.09536 0.016 0.130 0.034
C -0.95500 2.24412 -1.03570 -0.193 -0.046 -0.194
O -0.72401 0.94828 -1.55384 0.114 -0.225 -0.353
O -0.57732 2.02441 0.39175 -0.029 0.045 -0.034
H -4.70659 -0.09225 4.82517 -0.002 0.009 -0.010
H -4.37283 1.25917 5.88665 -0.003 -0.030 0.014
H -3.02853 0.35864 5.21530 0.001 0.011 0.002
H -6.08158 1.43235 3.35000 0.000 0.005 0.002
H -6.13673 3.24277 1.66981 0.000 -0.004 0.005
H -2.01556 4.08269 2.43385 -0.002 0.003 0.005
H -1.95110 2.25807 4.10870 0.001 0.004 0.008
H -4.74650 4.43044 -1.23348 0.001 0.072 -0.026
H -1.88250 4.68335 -0.50470 -0.012 0.002 0.024
H -2.44981 4.54516 -2.15262 -0.010 -0.005 0.003
H -2.84212 2.17559 -1.97978 0.017 0.008 -0.009
H -2.90304 2.25483 -0.20500 -0.006 -0.022 -0.011
```
Forces are in eV/Å.

lowest unoccupied orbital energy	-9.469	eV
net charge	+2
HOMO-LUMO gap	0.169	hartree

---

Formula: C27H23N8O3RuS2
Source: the OMol25 dataset
Level of theory: ωB97M-V with the def2-TZVPD basis set

```
64
Properties=species:S:1:pos:R:3:forces:R:3
Ru -0.15810 0.62190 -0.78224 1.576 2.533 1.059
O 3.83190 3.04220 -0.09074 -0.133 0.147 -0.430
C 4.03090 2.54040 1.13496 -0.118 -0.276 0.609
C 5.30670 2.62020 1.69756 -0.051 0.105 -0.173
C 5.54430 2.13470 2.96486 -0.058 0.041 -0.023
C 4.51980 1.55490 3.70606 0.073 -0.053 0.124
C 3.26610 1.43290 3.15196 0.094 0.164 -0.055
C 3.00520 1.91590 1.86926 0.447 0.229 -0.226
C 1.71230 1.65980 1.23056 -1.267 -1.800 1.807
O 1.37290 2.25220 0.16296 -1.402 -0.351 -2.133
N 0.95440 0.75410 1.84056 2.421 0.955 0.818
N -0.13820 0.35380 1.20316 -2.520 -1.465 0.465
C -0.98770 -0.31700 1.95166 1.417 0.758 -0.160
C -2.31770 -0.66820 1.65236 -1.256 -0.101 -0.985
C -3.05820 -1.34960 2.64346 0.187 0.182 -0.279
C -4.39320 -1.60490 2.49696 -0.301 -0.136 0.064
C -5.05920 -1.18810 1.33236 0.121 -0.135 0.330
C -4.38310 -0.54970 0.33616 0.500 0.166 -0.252
C -2.98280 -0.27140 0.42636 -0.584 -0.798 1.878
O -2.40490 0.28340 -0.55044 1.718 0.498 -1.441
H 2.88160 2.89750 -0.31804 0.291 -0.005 0.083
H 6.09640 3.07160 1.11686 0.065 0.069 -0.074
H 6.53640 2.21450 3.38456 0.087 0.003 0.035
H 4.71250 1.18930 4.70296 0.008 -0.041 0.088
H 2.45650 0.96580 3.68916 -0.020 -0.060 0.036
H -0.63300 -0.54490 2.95796 0.029 0.163 -0.102
H -2.53840 -1.66800 3.53706 0.026 0.023 0.116
H -4.94250 -2.11430 3.27256 -0.028 -0.074 0.105
H -6.11640 -1.38330 1.22616 -0.104 -0.019 -0.028
H -4.87170 -0.25900 -0.58124 -0.084 0.092 -0.094
N 3.19240 -0.51970 -3.45504 -0.062 0.170 -0.158
C 2.16190 0.01770 -2.75614 -0.349 -0.143 1.012
S 2.08930 -0.37230 -1.05424 -1.024 0.414 0.074
N 1.30090 0.76990 -3.36624 0.645 0.020 -1.938
N 0.31060 1.29010 -2.64594 -1.254 1.420 -0.122
C -0.21120 2.42830 -3.06314 1.584 -2.048 -0.574
C -1.01500 3.17730 -2.17504 -1.334 1.016 1.450
C -1.48530 4.47800 -2.45704 0.501 -0.854 -0.203
C -2.11680 5.19450 -1.47014 -0.237 -0.145 0.714
C -2.33010 4.59880 -0.22254 0.167 0.131 -0.582
C -1.88450 3.30160 -0.03084 -0.240 0.122 0.455
N -1.23610 2.62350 -0.95674 0.602 -0.516 -0.925
H 3.97620 -0.85120 -2.91704 -0.036 -0.020 -0.061
H 3.39230 -0.10600 -4.35324 -0.010 -0.043 0.035
H 0.09630 2.82320 -4.02434 0.105 0.013 0.043
H -1.30890 4.90290 -3.43344 0.034 0.033 -0.075
H -2.44360 6.20920 -1.64624 -0.033 0.025 -0.065
H -2.82000 5.13410 0.57566 -0.044 -0.030 0.046
H -2.05670 2.79140 0.90926 0.083 -0.061 -0.013
N -1.17850 -6.72260 0.31616 -0.047 0.874 -0.514
C -0.23430 -6.10950 -0.44314 1.231 -3.209 0.563
S 1.14170 -7.00110 -0.82724 -0.723 0.570 0.175
C -0.40470 -4.75210 -0.85834 -0.561 2.798 -0.751
C 0.57000 -4.09000 -1.63494 -0.390 -0.789 0.416
C 0.43080 -2.75860 -1.93874 -0.249 0.337 -0.156
N -0.60230 -1.99880 -1.54614 -0.157 -0.467 -0.116
C -1.59180 -2.65350 -0.93204 -0.144 0.577 -0.194
C -1.54310 -3.97460 -0.55454 0.739 -1.035 -0.055
H -1.07470 -7.70440 0.50476 0.147 0.014 -0.041
H -2.09530 -6.32420 0.40346 -0.112 0.034 0.131
H 1.43390 -4.63020 -1.98914 0.031 -0.061 0.058
H 1.18290 -2.27800 -2.54614 -0.028 -0.052 0.072
H -2.49600 -2.09730 -0.74904 0.082 0.061 0.077
H -2.39330 -4.38290 -0.02854 -0.060 0.030 0.067
```
Forces are in eV/Å.

lowest unoccupied orbital energy (alpha / beta)	-1.533 / -1.111	eV
multiplicity	2
net charge	0
HOMO-LUMO gap (alpha / beta)	0.200 / 0.215	hartree

---

Values for energy, hartree, ordered as above
-3465.30804 -2597.69183
Values for energy relative to the best compared isomer or geometry (same formula, charge and spin), eV, ordered as above
2.745 1.508
Values for strongest force on any atom, eV/A, ordered as above
0.740 3.483